Entry from the OMol25 dataset: one molecule with the formula C4H7NO (ωB97M-V/def2-TZVPD).

The geometry in ORCA input format:
```
! wB97M-V def2-TZVPD RIJCOSX def2/J DEFGRID3
* xyz 0 1
H 0.7527 -0.9088 -1.6994
C -0.5095 0.1958 -0.5989
H 0.2787 -0.0552 2.7403
H 1.5062 1.0593 -0.7005
H -1.5716 0.4330 -0.5387
H 0.2533 2.0095 -1.6823
C 0.0842 -0.7834 0.6426
N 0.0611 -0.1569 -1.8546
H -1.4195 0.0916 1.9676
H -0.7709 -1.5416 0.5374
O 1.2400 -1.2747 0.3775
C 0.5263 1.0808 -1.1798
C -0.3680 -0.1814 1.8693
*
```

Properties
- Lowest unoccupied orbital energy (alpha / beta): -0.0341 / -0.0676 Eh
- Gap between HOMO and LUMO (alpha / beta): 8.7524 / 7.0830 eV
- E: -7793.842 eV

Löwdin atomic charge list, values in e, 6 entries:
1. H 0.1018
2. C -0.2533
3. H 0.0840
4. H 0.1094
5. H 0.1299
6. H 0.0984

---

Entry from the OMol25 dataset: a 2-piece molecular cluster, C4H7NO overall (ωB97M-V/def2-TZVPD).

The geometry in ORCA input format:
```
! wB97M-V def2-TZVPD RIJCOSX def2/J DEFGRID3
* xyz 0 1
C 1.2294 0.0167 -0.2339
N 0.5812 -0.3440 1.0164
H -0.5644 0.3441 2.5514
C -2.7532 0.3023 0.0281
H 2.2476 -0.3880 -0.2155
H 0.8836 -0.2707 -2.3542
O -3.1641 -0.4484 0.7742
H -0.5890 -0.2521 -1.3675
C -0.0274 0.5774 1.6300
H -0.0649 1.6201 1.2762
H 0.4613 -1.6802 -1.3482
C 0.4534 -0.5875 -1.3992
H 1.3065 1.1102 -0.3578
*
```

Properties
- Lowest unoccupied orbital energy: 0.0395 Eh
- Gap between HOMO and LUMO: 10.8992 eV
- E: -7797.918 eV

Löwdin atomic charge list, values in e, 6 entries:
1. C -0.3166
2. N -0.0390
3. H 0.0676
4. C 0.0036
5. H 0.1060
6. H 0.0714

---

Entry from the OMol25 dataset: a 2-piece molecular cluster, C4H7NO overall (ωB97M-V/def2-TZVPD).

The geometry in ORCA input format:
```
! wB97M-V def2-TZVPD RIJCOSX def2/J DEFGRID3
* xyz 0 1
C -0.0111 -0.2733 -0.5940
H -1.8621 -1.2012 0.1094
N -2.7116 1.6594 -0.9887
O 2.1258 -0.8849 1.1838
C -2.1469 0.8040 -0.4531
H 1.8657 0.6652 -0.9071
H 0.9034 1.2738 0.5331
C 0.9590 0.5957 -0.3140
C -1.3254 -0.2488 0.1589
H 0.0524 -0.9110 -1.4715
H 1.3496 -1.1575 0.6620
H 2.8608 -0.9698 0.5656
H -1.1813 -0.0158 1.2210
*
```

Properties
- Lowest unoccupied orbital energy: 0.0254 Eh
- SMILES: C=CCC#N.O
- Gap between HOMO and LUMO: 10.6858 eV
- E: -7797.397 eV

Löwdin atomic charge list, values in e, 6 entries:
1. C -0.2122
2. H 0.1164
3. N 0.1406
4. O -0.0805
5. C -0.2325
6. H 0.0809

---

For each record above, in turn, the calculated maximum force values are 0.9; 1.4; 1.1 eV/Å.